Here is a cluster of 15 separate species, C16H61FN29O19S2 in total from the Open Molecules 2025 dataset. Energies are from ωB97M-V/def2-TZVPD.

Results
Energy (eV): -124098.189
LUMO level (eV): 0.7
Spin multiplicity: 1
Charge: -1
Orbital gap (Ha): 0.2408
Highest occupied orbital energy (eV): -5.8204

Last column: Mulliken charge in e.
Cartesian coordinates (Å):
H (-2.89235, 6.93026, -3.02780)  0.239
N (-7.94781, 3.17122, 3.71423)  -0.336
N (-4.98854, -2.10043, -4.78981)  -0.372
H (-3.05356, 1.12816, -0.15291)  0.119
C (-4.60801, -0.84480, -4.48943)  0.557
H (-3.55449, 3.26995, 8.10274)  0.152
H (14.00932, -9.83511, 2.31376)  0.168
N (-3.49067, -0.44151, -5.12226)  0.019
H (-2.60497, 9.30001, 1.52200)  0.141
O (-8.87169, 5.22127, 3.88710)  -0.675
S (-2.41465, 3.94377, -4.37390)  1.099
H (-5.82281, -2.45184, -4.34056)  0.216
H (-2.13799, -0.37332, -7.69462)  0.168
C (-2.42420, 8.35056, -0.31602)  0.626
H (12.35465, -10.37050, 2.24673)  0.221
H (-4.48724, -2.69215, -5.43031)  0.163
H (-8.35418, 2.90787, 4.60127)  0.180
N (-1.44974, -1.57284, -2.55902)  -0.191
O (11.46354, -8.63149, 3.76708)  -0.699
O (-2.76351, 3.58392, -0.27442)  -0.682
H (14.56956, -8.03115, 3.58224)  0.164
N (-2.39226, -0.86813, -10.11204)  -0.384
C (-2.01792, -1.79135, -9.20699)  0.569
C (-3.51117, 4.69180, -3.05212)  -0.220
H (-0.04933, 7.16574, -3.98048)  0.393
N (2.85547, 0.81598, 2.40424)  -0.404
N (-3.70959, -0.70707, 4.33936)  -0.337
O (-2.94533, 8.09768, -1.39012)  -0.638
H (-4.34050, 3.15741, 5.97044)  0.171
H (2.47480, 4.73699, 0.49781)  0.143
H (-7.77416, 5.62549, 1.70490)  0.192
O (7.91109, -7.74922, 1.21141)  -0.776
N (3.98337, 6.70553, 0.44807)  -0.418
N (-3.96534, 3.59136, 1.63388)  -0.182
F (-5.04511, 6.78761, -2.73897)  -0.363
C (-3.36535, 2.97769, 0.59707)  0.412
H (-3.16203, 0.49474, -4.93113)  0.254
H (-2.83652, -0.20163, 4.28133)  0.204
O (-5.22261, -0.13386, -3.71094)  -0.675
N (-0.81853, 3.61782, -3.74471)  -0.399
H (4.99190, -5.90415, 2.23219)  0.186
N (-3.63739, 2.47092, 5.75587)  -0.210
N (2.12104, 5.51774, -0.02843)  -0.178
N (5.25547, -6.65069, 1.60424)  -0.301
N (-3.02819, 9.08753, 0.63458)  -0.442
S (-0.01260, 5.06329, -3.18720)  0.955
H (9.37661, -6.12313, 2.36815)  0.212
N (-2.85677, 2.58263, 7.87348)  -0.397
H (-3.98123, 1.13079, 1.31967)  0.124
H (-3.99144, 6.46375, -4.57699)  0.210
H (-1.66014, -1.98046, -7.22793)  0.169
H (2.59190, 1.56251, 3.03219)  0.245
H (-3.04051, 4.63760, -1.95724)  0.007
H (4.52645, 7.55406, 0.36960)  0.224
O (1.44393, 4.64495, -2.74829)  -0.709
C (-4.81578, -0.08142, 3.89610)  0.593
H (1.60353, -1.61975, 0.79453)  0.211
O (0.71242, 0.11926, 2.31487)  -0.657
H (-4.57840, 4.16098, -2.99266)  0.395
H (-1.02652, -1.36036, -1.67160)  0.118
H (-2.59590, 0.08801, -9.87514)  0.181
H (-6.80126, -0.38656, 3.68346)  0.214
N (-7.62136, 4.70122, 2.08368)  -0.336
H (1.98461, -5.75523, 0.84614)  0.190
H (1.21840, 5.44433, -0.47696)  0.073
H (-7.38881, 2.50367, 3.21068)  0.167
C (-2.73775, 2.02718, 6.65329)  0.681
H (-0.75956, 8.12106, 0.90415)  0.146
N (9.39909, -7.05532, 2.75752)  -0.315
N (-1.93756, -1.32623, -7.94650)  -0.306
H (4.00353, -9.08642, -0.00547)  0.211
H (13.34302, -7.18823, 4.48439)  0.216
O (-2.34712, 4.76614, -5.69391)  -0.708
O (2.35317, 7.61869, -0.81474)  -0.636
H (-5.96292, -1.74355, 4.37975)  0.150
O (-3.04335, 2.55370, -4.77255)  -0.757
H (-2.97894, -1.02178, -5.76508)  0.067
H (9.98873, -7.24416, 3.55027)  0.248
N (-0.24164, -4.92780, 0.13036)  -0.385
N (1.99041, -4.82362, 0.46686)  -0.223
H (-0.69848, 7.35823, -0.65899)  0.157
H (-1.10126, -4.50310, -0.18904)  0.229
H (-4.46304, 3.09843, 2.35575)  0.063
O (-0.67154, 5.75808, -1.97179)  -0.679
H (0.81889, -2.53931, -2.28945)  0.190
C (8.62355, -7.98732, 2.17314)  0.551
H (4.35005, 5.93297, 0.97768)  0.136
H (-3.59084, 2.08465, 4.82316)  0.019
O (-4.79939, 1.04928, 3.43734)  -0.580
N (-3.48691, 1.63725, 0.60496)  -0.168
N (2.29915, -0.97559, 1.14451)  -0.260
H (-2.20431, 2.28325, 8.58466)  0.240
H (9.28687, -9.40849, 3.53431)  0.197
N (8.70207, -9.20475, 2.74175)  -0.317
O (-1.77275, -2.94946, -9.50346)  -0.674
O (0.18745, 6.26992, -4.40993)  -0.489
C (-0.84575, -2.30981, -3.50962)  0.631
N (13.60659, -7.93477, 3.85645)  -0.415
C (1.87841, -0.00518, 1.97692)  0.636
C (2.79024, 6.67643, -0.17417)  0.665
O (3.11242, -7.34741, 1.51487)  -0.774
H (-7.06003, 4.04425, 1.56881)  0.180
N (13.05027, -9.72634, 2.59672)  -0.383
H (-2.37540, -1.22241, -2.76260)  0.117
H (5.65820, -8.55103, 0.06155)  0.198
H (0.87997, -3.30214, -3.85259)  0.184
H (2.86348, -4.31817, 0.40883)  0.155
O (-1.88799, 1.19374, 6.38400)  -0.651
N (4.69915, -8.44226, 0.34451)  -0.347
H (3.81844, 0.71960, 2.13003)  0.150
C (12.62953, -8.75593, 3.42913)  0.640
C (-3.81738, 6.28093, -3.41089)  0.011
C (4.27841, -7.47185, 1.17692)  0.587
N (-1.19548, 7.91668, 0.02105)  -0.236
H (-0.26292, -5.86010, 0.50725)  0.163
H (-3.71539, -1.63868, 4.71864)  0.152
O (-1.36688, -2.56269, -4.58372)  -0.676
O (0.90061, -3.06727, -0.43516)  -0.943
H (3.25820, -1.08437, 0.86155)  0.143
H (-3.95385, 9.43797, 0.43100)  0.237
H (-2.46795, -1.16660, -11.07447)  0.215
H (-3.90355, 4.59913, 1.67484)  0.194
N (0.38297, -2.74369, -3.17255)  -0.319
H (8.13847, -9.94111, 2.33993)  0.210
C (-8.19202, 4.41781, 3.26927)  0.625
N (-5.94164, -0.81126, 4.00286)  -0.403
H (6.21844, -6.74707, 1.33003)  0.267
C (0.88422, -4.19797, 0.02360)  0.719

Cartesian forces (eV/Å) of the 6 atoms listed first:
-2.45 -1.48 -0.82
0.01 -1.34 0.90
-0.97 -1.59 -0.06
-0.16 0.25 0.20
0.37 0.85 -0.08
0.17 -0.13 -0.05

Here is a structure of composition C4H7N3S from the Open Molecules 2025 dataset. Energies are from ωB97M-V/def2-TZVPD.

Results
Energy (eV): -19559.202
<S²>: 2.02
LUMO level (alpha / beta) (eV): 0.0 / -1.7
Spin multiplicity: 3
Orbital gap (alpha / beta) (Ha): 0.2376 / 0.2685
Relative energy (zero: lowest compared OMol25 entry of this formula, charge and spin) (eV): 3.800
Highest occupied orbital energy (alpha / beta) (eV): -6.4202 / -8.9987

Last column: Löwdin spin population.
Cartesian coordinates (Å):
N (0.72605, -0.51398, 0.74891)  0.327
N (0.05148, 0.43111, 1.33507)  0.379
C (-1.26118, -0.59864, -2.05006)  0.088
H (-1.20349, -0.47656, -3.24216)  0.005
C (0.70013, 0.99013, 2.48785)  0.040
S (-1.53510, 1.24544, -0.09725)  0.382
C (0.30090, -0.59945, -1.56666)  0.066
H (0.21037, 1.93869, 2.83977)  0.003
C (-1.92492, 0.55981, -1.48662)  0.463
H (1.03693, -1.07394, -2.30945)  0.000
H (-1.62998, -1.58127, -1.86018)  0.000
N (0.73038, -1.14427, -0.31447)  0.225
H (0.71295, 0.35326, 3.42990)  0.017
H (1.76747, 1.07128, 2.25179)  0.004
H (0.53943, 0.43853, -1.55705)  0.000

Cartesian forces (eV/Å) of the 6 atoms listed first:
-0.83 0.35 0.47
1.93 -2.21 0.28
3.55 0.04 -2.76
-0.21 -0.40 2.50
1.00 -0.10 1.91
-2.32 0.53 -2.80

Here is a cluster of 2 separate species, C3H4P2 in total from the Open Molecules 2025 dataset. Energies are from ωB97M-V/def2-TZVPD.

Results
Energy (eV): -21747.752
LUMO level (eV): -0.5
Spin multiplicity: 1
Orbital gap (Ha): 0.2891
Relative energy (zero: lowest compared OMol25 entry of this formula, charge and spin) (eV): 3.473
Highest occupied orbital energy (eV): -8.3208

Last column: Mulliken charge in e.
Cartesian coordinates (Å):
C (1.81692, -0.69563, -0.21541)  -0.288
P (1.82508, 1.07360, -0.54450)  -0.078
P (0.37926, -0.21181, -0.99594)  -0.054
H (2.61764, -1.02752, 0.39747)  0.430
C (-2.83024, -0.08321, 0.58737)  -0.144
C (-1.75507, -0.07719, 1.13144)  -0.570
H (-0.76265, 0.14673, 1.57884)  0.370
H (2.35766, 1.17558, -1.83081)  -0.006
H (-3.64860, -0.30056, -0.10846)  0.341

Cartesian forces (eV/Å) of the 6 atoms listed first:
-2.22 1.33 -1.44
2.33 3.99 1.09
-0.53 -4.25 0.44
-0.02 -1.26 0.22
-0.04 -0.76 -0.84
0.82 0.95 0.53

Here is a structure of composition C15H26CeNO2P from the Open Molecules 2025 dataset. Energies are from ωB97M-V/def2-TZVPD.

Results
Energy (eV): -43761.869
LUMO level (alpha / beta) (eV): -8.9 / -8.9
Spin multiplicity: 1
Charge: +2
Orbital gap (alpha / beta) (Ha): 0.2371 / 0.2368
Highest occupied orbital energy (alpha / beta) (eV): -15.3471 / -15.3470

Last column: Mulliken charge in e.
Cartesian coordinates (Å):
C (2.37982, 1.56419, 0.84390)  -1.316
H (-1.46435, 2.28810, 2.36375)  0.052
H (-2.65680, 2.25480, -1.55263)  0.426
C (0.69697, -2.35951, -2.41767)  -0.668
H (-1.83123, 1.62202, 2.64683)  0.136
C (1.02677, 3.50989, 0.69598)  -0.948
C (-2.29446, 1.36073, -2.07560)  -1.293
H (2.61016, -3.32685, -2.66871)  0.427
C (2.72220, 0.07703, 0.53064)  -1.380
C (-0.66988, -2.21422, 2.87406)  0.779
C (-0.97346, -2.82887, 4.23279)  -1.033
C (2.05956, -2.52720, -2.15819)  -0.793
C (2.68474, -1.70685, -1.21838)  -1.067
H (-1.29103, 1.57099, -2.46605)  0.328
H (0.63852, 1.74640, -1.84287)  -0.010
H (-1.73929, -1.07163, -3.03103)  0.537
N (1.16588, 2.11569, 0.19400)  0.364
C (-1.53250, -1.30538, -1.96367)  -1.274
H (-2.07547, -2.22376, -1.68796)  0.484
C (-3.95100, -0.43236, -0.59577)  -1.151
H (1.41818, 4.23119, -0.03614)  0.393
H (0.19902, -2.95260, -3.17995)  0.529
H (1.54815, 3.25819, -1.59225)  0.416
H (2.38702, 1.75689, 1.93662)  0.500
H (-0.60497, -3.85709, 4.22536)  0.344
H (-3.98060, -1.29716, 0.08145)  0.392
C (1.95708, -0.74092, -0.48663)  0.514
H (-2.97491, 1.10023, -2.89961)  0.433
H (3.76488, 0.16125, 0.19867)  0.465
H (1.65680, 3.64147, 1.58177)  0.350
P (-2.20629, 0.02501, -0.83847)  0.808
H (-4.42483, 0.41619, -0.08463)  0.428
H (-0.03116, 3.68892, 0.89813)  0.349
H (2.78659, -0.49131, 1.48478)  0.440
H (-4.48820, -0.65927, -1.52828)  0.410
H (-2.05479, -2.94357, 4.31113)  0.305
C (-0.05493, -1.44160, -1.68570)  0.175
H (-0.56691, -2.23089, 5.06971)  0.297
H (3.76179, -1.80638, -1.04934)  0.471
C (1.46369, 2.20291, -1.28973)  -0.699
H (2.43450, 1.72930, -1.53497)  0.310
Ce (-0.20936, 0.41372, 1.22389)  1.224
O (-0.94734, -2.80546, 1.81622)  -0.549
H (3.20845, 2.17886, 0.41991)  0.561
O (-0.10949, -1.00508, 2.92270)  -0.554
C (0.56252, -0.68601, -0.66807)  1.086

Cartesian forces (eV/Å) of the 6 atoms listed first:
1.12 0.29 -0.37
-1.07 -1.32 0.76
-0.03 0.05 -0.44
0.15 0.19 0.19
0.55 1.74 -0.38
-0.03 0.24 0.36